# 1
The ion C23H35F2N4O5 with charge +1, computed with ωB97M-V/def2-TZVPD.

The geometry in ORCA input format:
```
! wB97M-V def2-TZVPD RIJCOSX def2/J DEFGRID3
* xyz 1 1
C -1.08602 -2.36934 3.69060
C -1.31683 -1.83566 2.49949
C -1.29080 -1.02984 1.08249
N -1.72445 0.35066 1.39854
C -3.25875 0.40473 1.35296
C -3.91322 0.30565 -0.09389
C -4.38800 -1.03700 -0.86664
N -4.15707 1.46557 -0.74006
C -1.08432 1.50394 0.72413
C 0.54182 1.39269 0.47751
C 1.14836 2.74089 1.11464
C 2.73195 2.81835 1.34297
C 0.65261 4.07544 0.29015
C 1.30307 4.19891 -1.18516
C 0.06328 4.52536 -2.20817
C 1.21288 -0.00674 0.76700
O 1.46534 -0.39012 2.15756
N 0.91323 0.37704 3.09176
O 1.69405 0.71461 3.94782
N 2.48966 -0.37684 0.10141
C 3.54446 -0.88680 1.01278
O 3.89708 -2.11623 1.05451
F 4.34940 -0.05073 1.89945
C 3.03878 0.43172 -0.94687
O 4.27721 0.77324 -0.87818
F 2.41980 0.85721 -2.19370
C 0.13555 -1.17501 0.26653
C 0.72132 -2.67857 0.53064
C -0.30105 -3.86491 0.08522
C 0.44309 -5.11698 -0.66184
C -0.32009 -1.02897 -1.26511
C 0.83455 -1.77528 -2.32957
C 0.18390 -3.03512 -3.27301
O 0.58030 -1.55707 -3.81917
H -0.92830 -2.56111 4.80872
H -2.03780 -1.64709 0.43051
H -1.55441 0.49268 2.42977
H -3.67700 -0.45066 2.02078
H -3.55449 1.40414 1.83770
H -3.46608 -1.66060 -1.22257
H -5.05389 -0.84765 -1.78147
H -4.96930 -1.71561 -0.12287
H -4.57896 1.22459 -1.65491
H -1.62078 1.79201 -0.27377
H -1.28869 2.43257 1.40603
H 0.60694 1.58893 -0.67690
H 0.66707 2.86643 2.17457
H 2.94372 3.85965 1.83310
H 3.38482 2.79332 0.39932
H 3.01164 2.04687 2.14959
H -0.50966 4.16910 0.29267
H 1.03808 4.98020 0.91941
H 1.87777 3.24312 -1.52354
H 1.99310 5.11672 -1.21166
H -0.66075 3.64099 -2.33274
H -0.54224 5.40532 -1.73712
H 0.44021 4.93221 -3.23428
H 1.01954 -2.85851 1.64557
H 1.70984 -2.89188 -0.03678
H -0.69976 -4.31552 1.08807
H -1.23245 -3.50703 -0.48366
H 1.48550 -4.85818 -1.06776
H -0.23972 -5.36772 -1.57717
H 0.41832 -6.07385 -0.00460
H -1.24804 -1.64890 -1.56503
H -0.49278 0.02993 -1.66281
H 1.97733 -1.90808 -1.93407
H -0.88919 -2.83044 -3.65515
H 0.86933 -3.48072 -4.10373
*
```

## Properties
**Largest force on an atom**: 0.155 hartree/bohr
**Calculated total energy**: -46027.3118 eV
**SMILES**: [H]/N=C(\C)C[N@@H+]1C[C@@H]([C@@H](C)CCC)[C@](ON=O)(N(C(=O)F)C(=O)F)[C@](CCC)(C[C@H]2CO2)[C@H]1C#C

# 2
The molecule C8H7IO, computed with ωB97M-V/def2-TZVPD.

The geometry in ORCA input format:
```
! wB97M-V def2-TZVPD RIJCOSX def2/J DEFGRID3
* xyz 0 1
C -2.26679 -0.11651 0.49204
C -2.17683 -1.12611 -0.39613
C -1.07298 0.53575 0.80149
C -0.98507 -1.40143 -1.04506
C 0.11767 0.31073 0.18863
C 0.17868 -0.67457 -0.80114
C 1.26176 1.16140 0.58767
C 2.97448 0.98299 -1.07783
O 2.06654 1.55272 -0.48997
I 4.15639 -0.27155 0.27423
H -3.04478 -0.01915 1.23926
H -2.99688 -1.80884 -0.55140
H -0.95215 1.22904 1.72916
H -0.98236 -2.20805 -1.76455
H 0.83049 2.07045 0.86816
H 1.85127 0.79369 1.34301
H 1.04055 -1.01056 -1.39757
*
```

## Properties
**Largest force on an atom**: 0.064 hartree/bohr
**Calculated total energy**: -18554.0680 eV

# 3
A cluster of 2 separate species, C3H10O2S in total, computed with ωB97M-V/def2-TZVPD.

The geometry in ORCA input format:
```
! wB97M-V def2-TZVPD RIJCOSX def2/J DEFGRID3
* xyz 0 1
O -1.03101 -0.71935 0.17777
S 0.95301 -1.33151 -1.99463
C 2.37707 -0.75665 -0.98713
C -0.48708 0.46765 -0.42312
C -0.07167 0.17798 -1.81312
H -0.28278 -1.33397 0.02675
H 2.13330 -0.83436 0.08578
H 2.50675 0.30860 -1.24218
H 3.33014 -1.28080 -1.17024
H 0.38816 0.71065 0.20959
H -1.18649 1.32428 -0.37347
H 0.51761 0.96530 -2.32136
H -0.94785 -0.05053 -2.44994
O -2.48524 0.71036 4.39846
H -2.45704 0.32163 3.49495
H -3.25688 1.32073 4.38190
*
```

## Properties
**Largest force on an atom**: 0.043 hartree/bohr
**SMILES**: CSCCO.O
**Energy above the lowest of the compared OMol25 structures with the same formula, charge and spin**: 6.1 kcal per mole

# 4
A cluster of 2 separate species, C31H39N4O3 in total, computed with ωB97M-V/def2-TZVPD.

The geometry in ORCA input format:
```
! wB97M-V def2-TZVPD RIJCOSX def2/J DEFGRID3
* xyz 1 1
C 4.44425 -0.00986 -0.25498
N 3.82751 -1.28854 -0.16702
C 3.50807 -1.67535 1.16814
C 2.68684 -2.95497 1.19451
C 1.43798 -2.67524 0.37849
N 0.18669 -2.89764 0.89404
C 0.08638 -3.11956 2.35306
C -1.31853 -3.53940 2.76995
O -2.27042 -2.61411 2.24376
C -2.32651 -2.71371 0.81782
C -0.98264 -2.35374 0.16347
C 1.62217 -2.11389 -0.87227
C 3.01109 -1.79185 -1.27805
H 4.87027 0.17749 -1.24672
H 3.73119 0.80482 -0.00580
H 5.24116 0.01646 0.50367
H 4.45676 -1.76540 1.72040
H 2.96212 -0.83777 1.66866
H 3.26132 -3.74329 0.68700
H 2.56233 -3.24550 2.24607
H 0.76576 -3.92674 2.65686
H 0.35547 -2.18136 2.87894
H -1.48929 -4.58971 2.43253
H -1.42333 -3.44330 3.86187
H -2.63944 -3.73938 0.50944
H -3.08944 -1.97108 0.53825
H -0.91080 -1.25182 0.12352
H -0.99252 -2.71195 -0.87468
H 0.81038 -1.59939 -1.41664
H 3.02550 -1.07702 -2.10915
H 3.54313 -2.69707 -1.62500
C -3.05969 -7.58999 -7.92114
O -2.07937 -6.55265 -7.65276
C -1.77336 -6.27959 -6.35476
C -0.76306 -5.30794 -6.14045
C -0.41009 -4.98949 -4.84835
C -1.11221 -5.55638 -3.76423
C -2.10004 -6.52743 -3.94849
C -2.43414 -6.90483 -5.24844
N -0.53452 -5.07112 -2.59520
C -1.00451 -5.45208 -1.27771
C 0.49877 -4.21585 -2.90402
C 0.61526 -4.10523 -4.29984
C 1.52682 -3.43289 -5.15194
C 1.98845 -2.10855 -5.26431
C 1.76296 -0.97522 -4.44152
N 2.39198 0.10737 -5.00409
C 2.42652 1.48226 -4.53843
C 3.03555 -0.26784 -6.18030
C 2.81457 -1.64414 -6.39427
C 3.31121 -2.22290 -7.55789
C 4.11502 -1.43201 -8.42649
O 4.72067 -1.86995 -9.55855
C 4.43422 -3.18003 -10.07547
C 4.35989 -0.05768 -8.13975
C 3.76466 0.54427 -7.04709
H -3.09999 -7.64555 -9.00881
H -2.73417 -8.54975 -7.49734
H -4.04186 -7.30735 -7.51815
H -0.28706 -4.83132 -6.98311
H -2.58342 -6.99666 -3.09540
H -3.20799 -7.66103 -5.42955
H -1.19764 -6.53107 -1.22675
H -0.25888 -5.16470 -0.52699
H -1.96922 -4.96589 -1.05399
H 1.14398 -3.77378 -2.16080
H 1.82557 -4.05898 -6.00873
H 1.16185 -0.93035 -3.53325
H 3.34518 1.95718 -4.87783
H 1.59351 2.06575 -4.94656
H 2.39851 1.51174 -3.44571
H 3.09055 -3.26216 -7.80187
H 4.89690 -3.17428 -11.06034
H 4.90513 -3.94874 -9.44539
H 3.35632 -3.35614 -10.16185
H 5.00150 0.50112 -8.82165
H 3.83873 1.61662 -6.87620
*
```

## Properties
**Largest force on an atom**: 0.039 hartree/bohr
**Energy above the lowest of the compared OMol25 structures with the same formula, charge and spin**: 0.0 kcal per mole

# 5
A structure of composition C6H8S2, computed with ωB97M-V/def2-TZVPD.

The geometry in ORCA input format:
```
! wB97M-V def2-TZVPD RIJCOSX def2/J DEFGRID3
* xyz 0 1
C -0.73922 0.33138 0.36073
C -0.56171 -0.07764 -1.09209
C 0.87277 -0.70482 -1.03166
C 1.06263 -0.63531 0.44364
C 0.65371 0.83354 0.85076
C -0.31632 -0.96252 1.01825
H -1.99128 2.24156 -0.13612
H -1.30373 -0.78643 -1.45372
H -0.53646 0.89457 -1.68270
H 1.05483 -1.78661 -1.26018
H 1.63105 -0.15384 -1.48864
H 1.89221 -1.17327 0.84951
H 1.05965 1.57415 0.09428
H 0.59448 1.14566 1.86243
S -2.25376 1.21748 0.74245
S -1.11885 -1.95789 1.92305
*
```

## Properties
**Largest force on an atom**: 0.070 hartree/bohr
**Energy above the lowest of the compared OMol25 structures with the same formula, charge and spin**: 42.6 kcal per mole

largest force on an atom of number 5 (C6H8S2)?
0.070 hartree/bohr

Which value of largest force on an atom does entry 5 give?
0.070 hartree/bohr

What did the second record say?
The molecule C8H7IO, computed with ωB97M-V/def2-TZVPD.

The geometry in ORCA input format:
```
! wB97M-V def2-TZVPD RIJCOSX def2/J DEFGRID3
* xyz 0 1
C -2.26679 -0.11651 0.49204
C -2.17683 -1.12611 -0.39613
C -1.07298 0.53575 0.80149
C -0.98507 -1.40143 -1.04506
C 0.11767 0.31073 0.18863
C 0.17868 -0.67457 -0.80114
C 1.26176 1.16140 0.58767
C 2.97448 0.98299 -1.07783
O 2.06654 1.55272 -0.48997
I 4.15639 -0.27155 0.27423
H -3.04478 -0.01915 1.23926
H -2.99688 -1.80884 -0.55140
H -0.95215 1.22904 1.72916
H -0.98236 -2.20805 -1.76455
H 0.83049 2.07045 0.86816
H 1.85127 0.79369 1.34301
H 1.04055 -1.01056 -1.39757
*
```

## Properties
**Largest force on an atom**: 0.064 hartree/bohr
**Calculated total energy**: -18554.0680 eV

largest force on an atom of number 1 (C23H35F2N4O5)?
0.155 hartree/bohr